158
Properties=species:S:1:pos:R:3:forces:R:3:lowdin_charge:R:1 method="wB97M-V/def2-TZVPD" energy_ha=-3310.91615 gap_ev=8.70 relative_energy_kj_mol=114.3 largest_force_ha_per_bohr=0.0607
C -4.012 -1.949 2.283 -1.134 -0.281 -0.494 -0.05
C -4.790 -2.485 1.047 0.568 1.528 1.615 -0.42
C -6.286 -2.321 1.261 0.124 0.696 -1.064 -0.19
O -6.542 -0.947 1.542 0.277 -0.096 0.770 -0.19
C -7.848 -0.472 1.459 -1.320 0.003 -1.318 -0.13
N -4.392 -1.691 -0.118 0.015 -2.123 0.109 0.08
H -2.963 -1.832 2.023 0.244 -0.265 0.335 0.05
H -4.214 -2.636 3.107 0.526 0.129 0.251 0.08
H -4.422 -0.969 2.523 0.178 0.061 0.114 0.07
H -4.618 -3.567 1.055 0.207 -0.048 -0.938 0.12
H -6.675 -3.013 2.009 -0.145 0.115 0.140 0.13
H -6.660 -2.558 0.257 -0.767 -0.163 0.154 0.13
H -7.930 0.613 1.534 0.805 0.033 0.335 0.09
H -8.619 -0.856 2.135 0.532 -0.478 0.476 0.08
H -8.260 -0.663 0.457 0.029 -0.229 -0.128 0.08
H -3.488 -1.276 0.041 -0.088 0.404 -0.161 0.04
H -5.066 -0.987 -0.346 0.119 0.185 0.144 0.03
C 3.190 3.296 1.219 1.624 -0.062 0.256 -0.04
C 2.279 2.430 2.044 -1.480 1.138 -0.700 -0.40
C 1.964 3.046 3.418 -0.257 -1.646 -0.207 -0.19
O 3.139 2.887 4.196 0.005 -0.391 -0.367 -0.19
C 3.008 3.320 5.504 0.369 1.528 1.261 -0.14
N 1.047 2.159 1.287 -1.132 -0.754 -0.770 0.06
H 2.760 4.106 0.630 -0.681 -0.236 0.158 0.09
H 3.727 2.648 0.529 0.194 0.351 -0.083 0.04
H 3.919 3.789 1.870 0.245 -0.191 -0.106 0.09
H 2.641 1.410 2.192 0.649 0.265 0.382 0.12
H 1.187 2.407 3.856 -0.192 0.091 0.120 0.11
H 1.551 4.058 3.384 0.437 0.256 -0.132 0.13
H 3.694 2.869 6.228 0.130 -0.693 -0.578 0.08
H 2.012 3.231 5.949 -0.170 -0.151 -0.373 0.09
H 3.313 4.376 5.561 -0.408 0.151 -0.007 0.09
H 0.693 2.881 0.658 0.285 0.951 0.778 0.05
H 1.268 1.507 0.536 0.114 -0.570 0.453 0.05
C -5.444 3.175 -1.363 0.808 -0.269 0.494 -0.07
C -6.296 2.225 -2.213 -0.341 1.346 0.044 -0.41
C -6.059 0.774 -1.759 -0.674 1.055 0.332 -0.18
O -4.689 0.485 -1.596 -0.036 0.221 0.368 -0.27
C -3.894 0.403 -2.741 -0.259 0.030 -1.003 -0.09
N -7.713 2.622 -2.163 -0.330 -0.638 0.013 0.03
H -5.482 4.253 -1.524 -0.234 -0.131 -0.787 0.07
H -4.395 2.875 -1.407 0.069 0.216 -0.156 0.05
H -5.674 3.131 -0.292 -0.333 -0.514 -0.008 0.08
H -6.092 2.354 -3.279 0.607 -0.222 0.018 0.13
H -6.639 0.056 -2.348 0.392 -0.100 -0.425 0.13
H -6.502 0.732 -0.760 0.198 -0.189 0.184 0.11
H -3.990 1.292 -3.376 0.032 0.147 0.106 0.08
H -4.198 -0.445 -3.367 0.082 -0.149 0.086 0.09
H -2.845 0.304 -2.465 -0.093 -0.065 0.280 0.08
H -7.868 3.364 -2.830 -0.057 -0.007 -0.007 0.06
H -7.989 2.991 -1.262 0.162 -0.118 0.139 0.07
C 3.186 -2.171 0.066 0.183 -0.020 -0.969 -0.06
C 4.650 -2.684 0.225 -1.223 1.441 1.657 -0.38
C 5.647 -1.529 0.186 -0.648 -0.021 -0.804 -0.22
O 6.990 -1.911 0.403 -0.331 -0.344 -0.312 -0.15
C 7.476 -1.586 1.671 0.803 1.800 0.484 -0.13
N 4.742 -3.255 1.552 0.061 -1.945 1.283 0.05
H 2.899 -1.277 0.628 0.691 0.209 0.108 0.07
H 2.505 -2.914 0.488 0.052 -0.370 -0.404 0.06
H 2.945 -1.969 -0.982 -0.077 0.015 0.251 0.02
H 4.905 -3.389 -0.568 -0.053 -0.351 0.264 0.13
H 5.271 -0.776 0.884 0.412 0.078 0.334 0.11
H 5.527 -1.081 -0.805 0.529 0.111 -0.063 0.11
H 6.921 -1.986 2.518 -0.057 -0.265 -0.180 0.07
H 7.544 -0.489 1.753 -0.800 0.155 0.206 0.09
H 8.552 -1.741 1.787 -0.131 -1.168 -0.415 0.08
H 4.361 -2.712 2.330 0.392 1.004 -0.753 0.05
H 4.078 -4.019 1.677 0.385 -0.491 -0.682 0.07
C -1.282 5.314 1.403 1.248 -0.084 1.176 -0.07
C -2.110 5.317 0.149 -0.285 0.472 -0.770 -0.41
C -1.614 4.268 -0.880 0.342 -0.084 0.468 -0.17
O -0.221 4.394 -1.036 0.796 1.779 0.803 -0.19
C 0.403 3.696 -2.036 -0.609 -2.738 -1.367 -0.15
N -3.522 5.039 0.421 0.132 -0.591 -0.083 0.06
H -0.312 5.808 1.298 0.150 -0.386 -0.422 0.08
H -1.134 4.303 1.796 0.213 -0.163 -0.399 0.05
H -1.654 5.812 2.305 -0.893 0.350 -0.501 0.08
H -2.066 6.296 -0.338 0.181 0.059 0.104 0.13
H -2.040 4.373 -1.882 -0.589 0.037 0.219 0.13
H -1.832 3.284 -0.440 -0.149 -0.003 -0.400 0.10
H 1.329 4.065 -2.473 0.096 0.655 0.853 0.08
H -0.203 3.469 -2.930 -0.537 0.720 0.041 0.07
H 0.538 2.650 -1.717 0.594 0.045 0.200 0.07
H -3.744 5.401 1.341 -0.131 0.111 -0.041 0.08
H -3.560 4.029 0.545 -0.432 -0.015 0.124 0.03
C 1.213 -3.888 4.075 1.495 0.199 -0.800 -0.05
C 0.812 -2.437 3.829 -0.093 0.255 0.192 -0.42
C 1.871 -1.382 4.161 0.134 0.937 -0.580 -0.18
O 3.109 -1.544 3.447 -0.508 0.033 0.755 -0.23
C 4.128 -0.640 3.871 0.115 -0.094 0.048 -0.08
N 0.298 -2.306 2.471 -0.623 -0.006 -0.030 0.06
H 0.597 -4.656 3.611 -0.752 0.330 0.489 0.06
H 1.494 -4.107 5.104 -0.261 -0.047 0.041 0.08
H 2.123 -4.024 3.476 0.297 0.019 0.252 0.06
H 0.023 -2.123 4.519 -0.366 -0.321 -0.146 0.14
H 1.921 -1.198 5.241 0.864 -0.778 0.219 0.13
H 1.509 -0.397 3.842 -0.510 -0.057 -0.276 0.11
H 3.776 0.311 4.277 -0.439 -0.148 0.091 0.08
H 4.740 -0.350 3.016 0.054 -0.315 -0.099 0.07
H 4.744 -1.153 4.613 0.163 0.179 0.072 0.10
H 1.029 -2.272 1.772 0.155 -0.069 0.114 0.03
H -0.201 -1.426 2.394 0.036 0.055 -0.106 0.07
C 1.285 -3.939 -3.711 0.738 0.146 -2.535 -0.68
O 1.460 -3.513 -4.863 0.039 0.159 0.852 -0.01
N 2.085 -3.642 -2.667 -0.172 0.182 0.474 0.17
N 0.342 -4.866 -3.450 -1.136 -0.657 1.100 0.16
H 1.813 -3.991 -1.763 0.382 -0.018 0.161 0.08
H 2.872 -3.023 -2.801 -0.210 0.211 0.000 0.06
H -0.358 -5.059 -4.145 0.171 0.350 -0.251 0.11
H 0.009 -4.854 -2.491 -0.043 -0.230 0.032 0.05
C 4.345 2.105 -1.912 0.472 1.553 0.511 -0.69
O 5.282 2.745 -1.419 -0.304 -0.988 -0.033 0.00
N 3.822 0.953 -1.414 0.721 1.217 0.069 0.18
N 3.675 2.569 -2.986 -0.811 0.248 -1.310 0.16
H 3.171 0.478 -2.015 0.007 -0.765 0.690 0.05
H 4.215 0.724 -0.520 -0.401 -0.785 -0.145 0.08
H 2.748 2.237 -3.238 0.484 -0.093 0.104 0.03
H 3.932 3.442 -3.411 0.358 0.004 0.359 0.11
C 0.689 0.739 -4.761 -0.493 1.551 0.380 -0.68
O 1.470 1.512 -4.189 -0.394 0.068 -0.270 -0.03
N -0.593 1.103 -5.036 -0.912 0.182 -0.371 0.18
N 1.042 -0.489 -5.041 1.146 -2.432 -0.970 0.20
H -1.237 0.522 -5.546 0.336 -0.321 0.010 0.10
H -0.866 2.070 -5.061 0.466 0.119 0.374 0.10
H 0.542 -1.194 -5.558 -0.466 0.264 0.090 0.11
H 2.011 -0.755 -4.929 -0.143 0.122 0.544 0.09
C -3.061 1.950 2.138 -2.290 1.505 -0.771 -0.72
O -4.130 2.358 2.615 0.509 -0.659 -0.131 -0.01
N -1.894 2.008 2.775 1.231 -0.430 1.061 0.16
N -2.888 1.585 0.848 0.599 -0.520 -0.347 0.17
H -1.069 1.892 2.198 0.497 0.231 0.670 0.05
H -1.892 2.502 3.650 0.256 -0.053 -0.068 0.11
H -3.619 1.490 0.164 -0.265 -0.165 0.228 0.08
H -1.938 1.330 0.580 -0.682 -0.252 -0.452 0.04
C -0.948 -5.500 -0.083 -0.947 0.298 -0.521 -0.63
O -0.197 -4.626 -0.506 0.385 -0.345 -0.484 -0.01
N -1.480 -6.518 -0.844 0.220 -0.164 0.143 0.16
N -1.426 -5.473 1.178 0.270 -0.179 -0.099 0.18
H -1.358 -6.597 -1.836 0.397 0.275 0.038 0.09
H -2.265 -7.032 -0.487 0.007 0.013 0.033 0.10
H -1.327 -4.598 1.673 0.025 -0.204 0.314 0.10
H -2.050 -6.214 1.435 -0.161 0.361 0.573 0.10
C 4.597 -1.006 -3.846 -0.735 -1.065 -0.250 -0.63
O 3.519 -1.126 -3.249 0.175 0.245 -0.409 -0.05
N 5.584 -1.911 -3.704 1.001 0.367 -0.387 0.19
N 4.841 -0.080 -4.810 -0.826 -0.236 0.761 0.19
H 6.397 -1.716 -4.259 0.321 -0.577 0.279 0.10
H 5.569 -2.712 -3.104 -0.205 0.155 0.172 0.11
H 4.070 0.542 -4.990 0.413 0.466 -0.114 0.10
H 5.739 -0.030 -5.247 -0.101 0.404 -0.231 0.10
C -0.170 -0.538 -0.937 -1.504 0.751 -0.498 -0.62
O -0.848 0.493 -0.692 1.430 -1.229 -0.344 -0.03
N -0.415 -1.736 -0.395 -0.260 -1.126 0.859 0.19
N 0.812 -0.613 -1.863 0.000 1.224 0.041 0.20
H 0.035 -2.577 -0.721 0.041 0.074 0.006 0.06
H -1.181 -1.935 0.220 -0.106 0.482 0.110 0.08
H 0.865 0.183 -2.481 0.364 -0.178 -0.060 0.07
H 1.174 -1.513 -2.130 0.132 0.147 -0.338 0.06